C26H25N3O4 | ωB97M-V/def2-TZVPD

Results
SMILES string ... CCOC(=O)CN(C(=O)COc1nc(-c2ccccc2)cc(C)c1C#N)c1ccc(C)cc1
Multiplicity ... 1

Atoms and positions in Å:
C1 1.0817 4.7383 0.5122
C2 0.0273 5.1785 1.5170
O1 -0.6535 4.0516 2.0759
C3 -1.6877 3.5586 1.3933
O2 -2.1059 4.0126 0.3647
C4 -2.2480 2.3380 2.1086
N1 -2.0072 1.1406 1.3203
C5 -2.9610 0.1836 1.2851
O3 -4.0209 0.2985 1.8638
C6 -2.6105 -1.1033 0.5356
O4 -2.1996 -0.8863 -0.8036
C7 -0.9967 -1.3324 -1.1796
N2 -0.2091 -1.9279 -0.3121
C8 1.0034 -2.3393 -0.6905
C9 1.8323 -2.9245 0.3677
C10 3.2245 -2.9094 0.2997
C11 3.9811 -3.4428 1.3263
C12 3.3628 -4.0008 2.4333
C13 1.9796 -4.0169 2.5125
C14 1.2208 -3.4801 1.4909
C15 1.4415 -2.2053 -2.0043
C16 0.6277 -1.5905 -2.9449
C17 1.0557 -1.4185 -4.3658
C18 -0.6209 -1.1222 -2.5256
C19 -1.4842 -0.4466 -3.4082
N3 -2.1618 0.1099 -4.1478
C20 -0.7097 1.0269 0.7433
C21 0.3282 0.4747 1.4793
C22 1.5976 0.4003 0.9348
C23 1.8492 0.8704 -0.3466
C24 3.2191 0.7948 -0.9475
C25 0.7995 1.4241 -1.0728
C26 -0.4712 1.5094 -0.5373
H1 1.7660 4.0291 0.9722
H2 1.6402 5.6040 0.1682
H3 0.6063 4.2608 -0.3407
H4 0.4814 5.6871 2.3696
H5 -0.7071 5.8330 1.0370
H6 -1.7689 2.2539 3.0905
H7 -3.3316 2.4308 2.2291
H8 -1.8175 -1.6296 1.0781
H9 -3.5177 -1.7157 0.5127
H10 3.7211 -2.4590 -0.5462
H11 5.0595 -3.4209 1.2646
H12 3.9575 -4.4185 3.2320
H13 1.4932 -4.4494 3.3744
H14 0.1434 -3.4898 1.5414
H15 2.4044 -2.5891 -2.3007
H16 2.0900 -1.7245 -4.5016
H17 0.4243 -2.0186 -5.0208
H18 0.9430 -0.3800 -4.6741
H19 0.1389 0.0978 2.4733
H20 2.3981 -0.0390 1.5121
H21 3.1835 0.2807 -1.9069
H22 3.9034 0.2666 -0.2887
H23 3.6094 1.7969 -1.1234
H24 0.9810 1.7921 -2.0728
H25 -1.2837 1.9342 -1.1073

Atomic partial charges in e from the natural (NBO) method, atoms 1 to 4:
1. C -0.6350
2. C -0.0773
3. O -0.5053
4. C 0.7938

C28H29BrIrN3O8P2 | ωB97M-V/def2-TZVPD

Results
Multiplicity ... 1

Atoms and positions in Å:
Ir1 0.0959 -0.0935 -0.8855
O1 -2.6604 2.9009 -2.7776
C1 -3.1583 3.3488 -1.5977
C2 -4.3191 4.1115 -1.6241
C3 -4.8698 4.5813 -0.4429
C4 -4.2731 4.2862 0.7741
C5 -3.1096 3.5287 0.7962
C6 -2.5334 3.0626 -0.3767
C7 -1.2185 2.3078 -0.4051
O2 -1.3257 1.2411 -1.2952
N1 -0.8410 1.8146 0.9456
N2 -0.4855 0.4346 0.9073
C8 -0.5898 -0.1338 2.0514
C9 -0.3065 -1.4901 2.4961
Br1 -0.6159 -2.9664 1.3670
C10 0.0501 -1.7197 3.7641
C11 0.3928 -0.6901 4.7506
C12 1.1253 0.4442 4.3987
C13 1.4120 1.4121 5.3510
C14 0.9897 1.2507 6.6614
C15 0.2875 0.1072 7.0269
C16 -0.0005 -0.8599 6.0811
H1 -2.0792 2.1405 -2.5709
H2 -4.7805 4.3120 -2.5822
H3 -5.7771 5.1715 -0.4750
H4 -4.7064 4.6423 1.6994
H5 -2.6323 3.2941 1.7383
H6 -0.4236 2.9983 -0.7295
H7 0.0097 2.2791 1.2655
H8 -0.9639 0.5236 2.8308
H9 0.1116 -2.7509 4.0917
H10 1.5055 0.5533 3.3913
H11 1.9767 2.2887 5.0608
H12 1.2166 2.0057 7.4031
H13 -0.0344 -0.0279 8.0513
H14 -0.5486 -1.7507 6.3647
N3 4.1612 0.2523 -1.2289
C17 3.7188 0.2835 0.2267
C18 4.9310 0.3966 1.1332
P1 2.6054 1.7582 0.2834
O3 3.6643 2.8915 -0.1905
O4 2.0929 2.0318 1.6415
O5 1.6979 1.5390 -0.9042
P2 2.8323 -1.3255 0.4852
O6 3.9736 -2.3191 -0.1195
O7 2.6252 -1.5337 1.9234
O8 1.7444 -1.3819 -0.5638
H15 4.7612 1.0526 -1.4373
H16 3.3089 0.3334 -1.7996
H17 4.6407 -0.6296 -1.4292
H18 5.4949 1.3090 0.9289
H19 5.5946 -0.4633 1.0233
H20 4.5840 0.4228 2.1645
H21 3.8133 3.5393 0.5083
H22 4.3157 -2.8880 0.5809
C19 -5.3541 -1.8864 -1.1507
C20 -4.6690 -0.9678 -0.3311
C21 -3.3126 -0.8332 -0.4280
C22 -2.5608 -1.6087 -1.3423
C23 -1.1358 -1.5158 -1.4593
C24 -0.4788 -2.3419 -2.3457
C25 -1.1848 -3.2305 -3.1945
C26 -2.5374 -3.3249 -3.1010
C27 -3.2545 -2.5308 -2.1648
C28 -4.6604 -2.6467 -2.0475
H23 -6.4295 -1.9827 -1.0709
H24 -5.2212 -0.3558 0.3708
H25 -2.8041 -0.1079 0.1875
H26 0.6065 -2.3511 -2.3717
H27 -0.6370 -3.8501 -3.8936
H28 -3.0901 -4.0145 -3.7282
H29 -5.1768 -3.3535 -2.6867

Atomic partial charges in e from the Mulliken method, atoms 1 to 4:
1. Ir 1.5350
2. O -0.7642
3. C 0.1724
4. C -0.6013

C3H5Br3Si | ωB97M-V/def2-TZVPD

Results
SMILES string ... C=C(C)[Si](Br)(Br)Br
Multiplicity ... 1

Atoms and positions in Å:
C1 -0.7743 1.3883 -0.1824
C2 -0.1822 0.2420 0.0957
C3 -1.0036 -0.7999 0.9312
Si1 1.3558 -0.2816 -0.7003
Br1 2.8382 -0.7014 0.8900
Br2 1.1988 -2.0834 -1.9618
Br3 2.3610 1.5625 -2.1350
H1 -0.2960 2.0098 -0.8386
H2 -1.7014 1.8115 0.2774
H3 -2.0687 -0.9681 0.5739
H4 -1.1050 -0.3261 1.8838
H5 -0.6226 -1.8536 1.1662

Atomic partial charges in e from the natural (NBO) method, atoms 1 to 4:
1. C -0.2810
2. C -0.5851
3. C -0.6538
4. Si 1.2774

C4H28O12 | ωB97M-V/def2-TZVPD

Results
SMILES string ... OCCO.OCCO.O.O.O.O.O.O.O.O
Multiplicity ... 1

Atoms and positions in Å:
O1 1.8008 -1.5106 2.7088
C1 2.9884 -0.8063 2.3151
C2 2.9814 -0.4717 0.7614
O2 1.8283 0.2024 0.3885
H1 2.0213 -2.0727 3.4548
H2 3.2354 0.0877 2.8890
H3 3.7707 -1.5261 2.5608
H4 3.0462 -1.4099 0.2077
H5 3.8387 0.1456 0.4943
H6 1.0519 -0.3632 0.4058
O3 -0.1734 -0.6668 -2.7993
C3 1.1913 -0.7417 -3.1251
C4 1.3591 -0.3198 -4.5936
O4 0.8924 1.0225 -4.6634
H7 -0.2676 -1.1836 -1.9926
H8 1.8178 -0.2551 -2.3760
H9 1.5225 -1.7836 -3.0906
H10 0.6211 -0.8826 -5.1676
H11 2.3673 -0.3579 -5.0029
H12 -0.0177 1.0654 -4.3606
O5 -1.5217 1.9463 2.3773
H13 -1.8482 1.1637 2.8239
H14 -0.5867 1.9880 2.6083
O6 -4.6748 1.5462 1.0282
H15 -3.8437 1.8798 1.3750
H16 -5.2457 1.4695 1.7949
O7 0.9366 1.7344 3.1751
H17 1.1909 1.4998 2.2770
H18 1.7676 1.8575 3.6365
O8 -1.2422 0.9353 -0.1379
H19 -1.3262 1.2954 0.7511
H20 -1.2216 -0.0147 -0.0143
O9 -0.9989 3.0281 -2.1071
H21 -0.6457 2.3099 -1.5758
H22 -1.5670 2.5955 -2.7459
O10 -0.7193 -1.2347 1.8313
H23 -1.2918 -1.0897 2.5859
H24 0.1757 -1.1576 2.1889
O11 -3.7271 -0.5758 -0.3432
H25 -4.2534 0.0871 0.1176
H26 -4.1616 -1.4096 -0.1557
O12 -0.2593 -2.4421 -0.4689
H27 -0.3895 -2.1977 0.4553
H28 -0.4220 -3.3864 -0.4921

Atomic partial charges in e from the natural (NBO) method, atoms 1 to 4:
1. O -0.7581
2. C -0.0909
3. C -0.0782
4. O -0.7204

C49H55N7O2S2Y | ωB97M-V/def2-TZVPD

Results
Total charge ... -1
Multiplicity ... 1

Atoms and positions in Å:
Y1 0.7650 -1.2342 0.4763
C1 -3.1469 4.2879 0.7891
C2 -3.1710 3.4462 -0.4929
C3 -2.9074 1.9926 -0.2399
C4 -3.8007 1.0288 -0.0105
C5 -5.2915 1.1643 -0.0093
C6 -5.9335 0.8037 -1.3539
C7 -3.0408 -0.2339 0.2422
C8 -3.6555 -1.4314 0.4040
C9 -2.9140 -2.7473 0.3236
C10 -2.6514 -3.1269 -1.1316
C11 -3.5297 -3.7336 -2.1750
C12 -4.3787 -2.7211 -2.9581
C13 -1.4502 -2.5542 -1.0520
C14 -1.4589 -2.5386 0.5273
C15 -1.6531 -2.3581 2.0114
C16 -0.5671 -2.2376 3.0308
N1 0.4634 -1.5070 2.6002
C17 1.1195 -0.9909 3.6677
C18 2.0086 0.1210 3.4527
C19 1.9321 0.9398 2.3642
N2 0.9478 0.7575 1.3799
C20 0.7567 1.9118 0.7676
C21 -0.4254 2.1950 0.0152
C22 -1.5588 1.3972 -0.0178
N3 -1.6590 0.0663 0.2213
C23 1.7613 2.8777 1.2100
C24 2.4877 2.2676 2.1879
C25 3.6556 2.7899 2.9580
C26 4.9714 2.1900 2.4423
C27 1.8904 4.2597 0.6513
C28 2.3251 4.2559 -0.8182
C29 0.5184 -1.4671 4.8383
C30 -0.5941 -2.2387 4.4284
C31 -1.5920 -2.9420 5.2985
C32 -1.1731 -4.3722 5.6554
C33 0.8749 -1.0865 6.2447
C34 0.2230 0.2267 6.6901
N4 -2.1626 -3.5999 1.2809
C35 -0.7471 -1.6645 -2.0720
C36 1.4426 -2.7073 -2.7252
H1 -3.3037 5.3481 0.5735
H2 -2.1894 4.1766 1.3022
H3 -3.9296 3.9574 1.4769
H4 -2.4307 3.8366 -1.1965
H5 -4.1408 3.5534 -0.9842
H6 -5.5524 2.1940 0.2457
H7 -5.7113 0.5382 0.7815
H8 -5.5488 1.4483 -2.1486
H9 -7.0196 0.9163 -1.3173
H10 -5.7083 -0.2254 -1.6326
H11 -4.7410 -1.4431 0.3588
H12 -4.1921 -4.4455 -1.6781
H13 -2.9069 -4.3106 -2.8616
H14 -4.9000 -2.0482 -2.2745
H15 -5.1290 -3.2371 -3.5627
H16 -3.7628 -2.1201 -3.6233
H17 -2.4500 -1.6737 2.2814
H18 2.6760 0.4183 4.2564
H19 -0.5418 3.2182 -0.3206
H20 3.5335 2.5386 4.0154
H21 3.6897 3.8793 2.9024
H22 4.9890 1.1076 2.5941
H23 5.8337 2.6250 2.9537
H24 5.0819 2.3689 1.3697
H25 2.6120 4.8277 1.2411
H26 0.9345 4.7884 0.7455
H27 3.3226 3.8202 -0.9236
H28 2.3440 5.2677 -1.2339
H29 1.6441 3.6484 -1.4201
H30 -2.5588 -2.9730 4.7841
H31 -1.7552 -2.3703 6.2182
H32 -1.0510 -4.9671 4.7481
H33 -1.9097 -4.8663 6.2971
H34 -0.2113 -4.3702 6.1745
H35 1.9617 -1.0044 6.3406
H36 0.5727 -1.8864 6.9269
H37 0.5447 1.0522 6.0495
H38 0.4759 0.4754 7.7254
H39 -0.8648 0.1581 6.6081
H40 -0.1894 -0.8607 -1.5928
H41 -1.5576 -1.1468 -2.5678
H42 1.3656 -3.3167 -1.8257
H43 2.0763 -0.7077 -3.1088
H44 1.8320 -3.3473 -3.5096
C37 2.5095 3.4987 -5.3271
C38 1.8305 2.1617 -5.1733
C39 0.6759 2.0415 -4.3992
C40 0.0334 0.8250 -4.2594
C41 0.5644 -0.2966 -4.8894
C42 1.7073 -0.2036 -5.6659
C43 2.3294 1.0300 -5.8043
S1 -0.2035 -1.8591 -4.6629
O1 -1.6149 -1.6270 -4.7989
O2 0.4966 -2.7965 -5.4885
N5 0.0516 -2.3382 -3.1156
C44 2.4178 -1.5309 -2.4768
C45 3.7958 -1.9414 -2.9606
C46 4.8992 -1.5598 -2.3169
C47 4.8092 -0.8152 -1.0764
C48 3.5816 -0.6829 -0.5253
N6 2.3870 -1.0580 -1.0694
H45 2.7013 3.9523 -4.3545
H46 1.8839 4.1919 -5.8953
H47 3.4625 3.4021 -5.8481
H48 0.2724 2.9152 -3.8969
H49 -0.8705 0.7537 -3.6697
H50 2.1079 -1.0930 -6.1347
H51 3.2298 1.1081 -6.4033
H52 3.8482 -2.5243 -3.8760
H53 5.8732 -1.8460 -2.7028
H54 5.6858 -0.5023 -0.5274
H55 3.5174 -0.2376 0.4688
S2 1.6804 -3.8737 0.7222
C49 2.8340 -3.0324 1.6132
N7 3.5884 -2.3904 2.2225

Atomic partial charges in e from the Mulliken method, atoms 1 to 4:
1. Y -1.5693
2. C -1.1465
3. C -1.2067
4. C 0.4705

Per-record gap between HOMO and LUMO, eV: 8.5, 7.0, 10.1, 9.0, 5.4
Per-record ΔE to the lowest compared entry with this formula, charge and spin, eV: 0.8345, 0.1196, 0.4130, 1.1738, 0.4488